1.
The following is a DFT calculation (ωB97M-V/def2-TZVPD) of a structure of composition C26H78BF4KO13 in a non-equilibrium geometry.

Properties
Energy (Eh): -3039.90069
Frontier orbital gap (Ha): 0.3317
HOMO (eV): -8.97
Lowest unoccupied orbital energy (eV): 0.055

```
123
Properties=species:S:1:pos:R:3:forces:R:3
K 0.127 0.242 -0.301 0.0 -0.3 0.1
B 0.041 -1.699 2.285 -1.6 -1.7 2.6
F 1.007 -0.739 2.426 1.5 1.3 -0.3
F -1.204 -1.105 2.442 -0.6 0.6 -1.1
F 0.214 -2.384 1.102 0.0 0.0 -1.3
F 0.108 -2.626 3.364 0.8 0.0 -0.5
C -3.026 0.637 0.359 -0.8 -0.4 0.7
C -3.366 -0.730 -0.229 0.1 1.2 0.1
O -2.218 -1.109 -0.907 1.3 -0.4 -0.4
H -3.907 0.989 0.895 0.0 0.5 -0.1
H -2.672 1.370 -0.366 -0.4 -0.2 -0.3
H -2.260 0.533 1.128 0.0 -0.2 0.0
H -4.155 -0.732 -0.981 -0.6 0.5 0.3
H -3.631 -1.414 0.578 0.0 -0.1 0.1
H -2.462 -1.887 -1.413 0.3 -0.5 -0.3
C 3.364 -2.890 -0.115 0.6 0.3 0.5
C 4.385 -2.282 0.884 -0.3 -0.2 -1.0
O 5.617 -1.971 0.154 -1.1 -0.4 0.6
H 3.842 -3.576 -0.814 0.2 0.2 0.0
H 2.874 -2.087 -0.666 0.0 -0.1 -0.1
H 2.611 -3.478 0.410 -0.1 0.3 0.1
H 4.498 -2.968 1.724 0.7 -0.2 -0.1
H 3.947 -1.390 1.332 0.1 0.3 -0.1
H 6.328 -1.793 0.774 -0.1 0.0 0.2
C 2.605 0.239 -4.211 -0.1 -0.4 -0.7
C 1.777 -0.808 -3.441 0.9 1.1 -0.4
O 0.573 -0.261 -3.013 -1.1 0.4 1.2
H 2.738 1.162 -3.647 0.1 -0.3 0.3
H 2.161 0.548 -5.157 -0.4 -0.2 -0.1
H 3.574 -0.180 -4.483 0.2 0.1 0.2
H 2.374 -1.002 -2.550 -0.2 -0.6 0.0
H 1.536 -1.703 -4.014 0.6 -0.2 -0.1
H -0.022 -0.154 -3.759 0.1 0.2 -0.4
C -0.461 4.399 -0.365 -1.4 0.9 -0.6
C -1.307 3.659 0.696 0.2 2.1 -2.1
O -0.508 2.630 1.045 1.5 -2.9 1.7
H -0.343 3.813 -1.276 0.4 -0.5 0.3
H 0.498 4.695 0.062 0.1 -0.1 -0.1
H -0.936 5.279 -0.799 -0.1 0.4 0.4
H -2.196 3.218 0.245 -0.3 0.6 0.3
H -1.460 4.301 1.563 -0.8 0.1 -0.1
H 0.179 3.029 1.582 0.4 -0.5 0.2
C -4.263 3.544 -2.058 -0.5 0.4 0.4
C -5.316 3.240 -0.998 -0.5 -0.3 0.2
O -5.817 1.948 -1.254 0.1 -1.5 -0.5
H -3.774 4.502 -1.882 0.0 0.1 0.1
H -4.764 3.608 -3.024 0.2 -0.2 -0.1
H -3.489 2.776 -2.073 -0.1 -0.1 0.0
H -6.231 3.831 -1.041 0.5 1.1 -0.1
H -4.949 3.251 0.029 0.4 0.4 0.0
H -6.341 1.636 -0.513 0.0 0.1 0.0
C 5.019 0.383 3.406 1.8 -0.2 -0.1
C 3.829 1.029 4.048 -0.1 -1.4 -0.2
O 3.664 2.381 3.684 0.0 0.3 0.0
H 5.104 -0.691 3.572 -0.6 -0.1 0.1
H 5.941 0.748 3.859 0.2 0.4 0.1
H 5.154 0.543 2.336 -0.5 0.2 0.0
H 3.963 0.932 5.126 -0.3 0.0 0.2
H 2.976 0.419 3.751 -0.4 0.5 0.1
H 4.279 2.849 4.254 0.0 0.4 -0.2
C -1.812 4.354 -5.167 0.5 -1.3 0.0
C -0.460 4.093 -4.473 -0.9 1.1 -0.2
O -0.119 5.265 -3.779 0.9 0.8 0.9
H -2.549 4.829 -4.520 0.3 -0.1 0.3
H -2.151 3.348 -5.414 -0.5 0.1 -0.5
H -1.729 4.961 -6.068 0.2 -0.1 0.0
H 0.334 3.822 -5.169 -0.1 -0.2 -0.2
H -0.511 3.326 -3.701 -0.3 -0.2 -0.2
H 0.285 5.913 -4.361 -0.1 -0.1 -0.1
C 0.094 1.706 4.614 0.5 -0.4 -0.5
C -0.784 1.012 5.607 0.6 -1.2 0.4
O -0.679 -0.452 5.527 -0.7 1.6 -0.1
H 1.088 1.261 4.666 0.2 0.3 0.1
H 0.129 2.767 4.862 0.1 0.1 -0.2
H -0.226 1.534 3.586 -0.2 0.1 0.0
H -1.802 1.382 5.492 -0.2 -0.6 0.2
H -0.402 1.273 6.594 -0.4 0.3 0.3
H 0.078 -0.663 6.078 0.1 -0.3 -0.2
C 4.211 -3.588 4.776 0.3 -1.4 0.0
C 2.790 -3.411 4.358 0.3 1.2 -0.5
O 2.630 -1.993 4.410 -0.1 0.2 0.1
H 4.821 -3.056 4.045 0.2 0.4 0.6
H 4.521 -4.628 4.670 0.0 -0.3 0.2
H 4.327 -3.317 5.825 0.4 0.4 -0.2
H 2.042 -3.896 4.985 0.0 -0.2 -0.1
H 2.712 -3.688 3.307 -0.4 -0.5 0.0
H 2.045 -1.760 3.685 -0.5 0.2 0.2
C 4.406 1.748 0.037 0.1 1.4 -0.1
C 2.981 2.316 0.176 1.1 -1.1 0.1
O 2.270 1.974 -0.990 -1.1 -0.3 -0.5
H 5.028 2.279 0.756 0.3 -0.4 0.1
H 4.772 2.022 -0.953 0.1 0.1 -0.1
H 4.533 0.667 0.106 -0.4 0.0 0.3
H 2.941 3.400 0.289 0.3 0.0 0.3
H 2.523 1.831 1.037 -0.3 0.2 0.0
H 2.431 2.661 -1.641 -0.1 -0.1 -0.1
C -0.613 -4.188 -2.188 -0.2 0.3 -0.1
C -2.084 -4.527 -2.247 0.0 -0.1 1.0
O -2.950 -3.373 -2.168 0.4 -0.4 -0.6
H -0.397 -3.423 -2.934 0.3 -0.1 -0.1
H -0.122 -5.135 -2.409 0.4 0.2 -0.2
H -0.245 -3.841 -1.223 -0.3 0.1 0.1
H -2.293 -5.143 -1.373 -0.2 -0.3 -0.1
H -2.257 -5.114 -3.149 -0.3 0.2 -0.1
H -3.850 -3.666 -2.332 -0.1 0.0 0.0
C -2.911 0.260 -4.212 -0.5 1.0 1.2
C -2.063 -0.583 -5.089 -0.9 -0.6 -0.4
O -0.908 0.127 -5.448 0.8 0.7 -0.5
H -3.422 1.083 -4.711 0.1 -0.1 -0.5
H -2.290 0.774 -3.477 0.1 -0.2 0.3
H -3.692 -0.265 -3.662 0.2 -0.3 0.0
H -2.636 -0.789 -5.993 0.0 -0.5 -0.1
H -1.742 -1.514 -4.622 -0.4 -0.2 0.2
H -0.739 -0.093 -6.367 0.4 0.2 0.0
C -4.394 -3.957 1.489 -0.5 0.3 -0.2
C -2.930 -3.987 1.737 2.2 -0.3 0.9
O -2.545 -3.978 3.140 -0.8 0.1 -0.7
H -4.807 -3.044 1.919 -0.1 -0.1 0.3
H -4.913 -4.832 1.881 0.0 0.1 0.0
H -4.583 -3.871 0.419 0.0 -0.2 -0.2
H -2.382 -3.166 1.273 -0.3 0.4 0.1
H -2.398 -4.850 1.335 -0.5 -0.4 -0.5
H -2.429 -4.897 3.391 0.0 0.1 0.2
```
Positions in Å, forces in eV/Å.

2.
The following is a DFT calculation (ωB97M-V/def2-TZVPD) of a structure of composition C26H78F3FeN20O16 in a non-equilibrium geometry.

Properties
Energy (Eh): -4899.46647
Frontier orbital gap (alpha / beta) (Ha): 0.2634 / 0.1430
HOMO (alpha / beta) (eV): -12.24 / -12.24
Lowest unoccupied orbital energy (alpha / beta) (eV): -5.068 / -8.344
Expectation value of S²: 8.763
Charge: +2
2S+1: 6

```
144
Properties=species:S:1:pos:R:3:forces:R:3
Fe 3.398 -0.342 -2.358 -2.3 -0.4 -1.1
C 0.008 -0.046 -1.640 2.1 0.6 1.0
O 0.099 0.143 -0.236 -0.7 -1.9 -1.6
O 1.386 -0.124 -2.051 -0.9 -0.4 0.4
C -0.847 -1.284 -2.066 -1.1 -0.2 1.2
F -1.868 -1.508 -1.233 0.0 0.7 0.2
F -1.440 -0.999 -3.261 1.3 -0.7 0.0
F -0.216 -2.454 -2.087 0.8 0.3 -0.9
C -0.293 1.372 0.357 0.2 1.0 0.6
C -0.171 1.257 1.876 0.9 -0.2 0.3
H -0.247 2.181 2.449 -0.6 0.4 -0.6
H -0.833 0.551 2.378 -0.2 -0.2 -0.4
H 0.852 0.993 2.143 0.2 -0.6 -0.2
H -1.301 1.670 0.069 -0.1 -0.5 -0.2
H 0.419 2.104 -0.026 0.0 0.4 0.1
H -0.395 0.795 -2.204 -0.2 0.4 0.2
C -3.329 -1.795 4.466 -4.0 -2.8 -1.0
O -4.519 -1.863 4.135 0.4 -0.2 -0.3
N -2.513 -2.816 4.618 0.5 -2.7 -0.5
N -2.738 -0.717 4.762 2.8 6.7 1.1
H -1.589 -2.631 4.982 0.1 -0.8 0.2
H -2.925 -3.713 4.404 0.6 0.0 0.4
H -3.196 0.180 4.684 -0.1 -0.4 0.0
H -1.739 -0.711 4.909 -0.3 0.0 0.1
C 0.986 -1.258 5.233 -1.4 -2.2 1.3
O 0.239 -2.025 5.828 -0.5 -1.2 0.0
N 2.077 -1.520 4.589 3.1 -2.5 -1.5
N 0.744 -0.008 5.140 -2.1 5.6 0.1
H 2.347 -2.491 4.527 0.4 0.5 0.0
H 2.659 -0.736 4.332 0.4 -0.6 -0.3
H 1.385 0.565 4.610 -0.4 0.5 0.2
H -0.084 0.354 5.591 0.5 0.2 0.0
C -4.889 0.192 -3.344 -3.3 0.2 0.2
O -5.965 0.762 -3.578 1.7 -0.2 0.0
N -3.676 0.745 -3.394 1.5 1.2 -0.2
N -4.874 -1.091 -2.938 0.1 -1.7 0.2
H -2.858 0.162 -3.284 -0.4 0.7 -0.2
H -3.638 1.742 -3.548 0.1 -0.4 0.0
H -5.750 -1.594 -2.905 0.2 0.2 0.0
H -4.058 -1.525 -2.531 -0.3 0.1 -0.1
C -0.073 3.160 -3.785 -1.6 0.6 -0.2
O 1.075 3.041 -3.405 2.2 -0.6 0.2
N -0.866 4.075 -3.279 -0.9 1.7 1.2
N -0.670 2.415 -4.718 0.5 -1.4 -0.6
H -0.441 4.762 -2.673 -0.6 -0.1 0.2
H -1.860 4.113 -3.454 0.3 0.3 0.1
H -0.071 1.714 -5.130 -0.7 0.0 -0.3
H -1.629 2.607 -4.968 0.4 -0.4 -0.4
C -2.193 5.131 0.538 -1.5 1.6 -2.4
O -2.080 5.483 -0.634 0.2 -0.3 -0.4
N -1.712 4.004 1.013 1.5 -2.1 0.6
N -2.958 5.800 1.401 -0.5 1.0 1.5
H -1.348 3.380 0.307 0.4 0.5 0.6
H -1.437 4.002 1.985 0.0 -0.7 0.0
H -3.730 6.344 1.043 0.4 0.1 0.2
H -3.001 5.413 2.333 -0.6 0.2 -0.2
C 2.316 -2.651 -4.922 2.9 2.8 1.5
O 2.744 -1.776 -4.162 0.7 1.1 0.8
N 1.236 -3.262 -4.716 -5.2 -3.1 1.0
N 2.991 -2.997 -5.976 1.9 -0.7 -2.5
H 1.104 -4.160 -5.159 -0.5 0.2 0.2
H 0.653 -3.016 -3.929 0.2 -0.2 -0.1
H 3.936 -2.643 -6.015 -0.3 -0.4 -0.5
H 2.562 -3.594 -6.669 0.7 0.1 -0.1
C 3.233 1.257 -5.203 1.1 -0.2 0.8
O 3.234 0.748 -4.106 -0.5 -0.9 2.4
N 3.792 0.758 -6.234 2.4 -3.1 -4.5
N 2.848 2.445 -5.500 -2.5 5.1 0.6
H 3.820 1.393 -7.019 0.4 -1.0 -0.3
H 4.248 -0.142 -6.285 -0.2 0.4 0.1
H 3.025 2.891 -6.389 -0.1 -0.2 0.3
H 2.408 3.015 -4.792 -0.2 -0.1 0.0
C 3.205 -3.669 -1.523 -0.1 -1.7 1.1
O 3.134 -2.479 -1.591 1.1 6.3 -1.5
N 4.041 -4.501 -2.097 1.6 -0.7 -1.5
N 2.372 -4.242 -0.709 -2.1 -2.1 1.9
H 3.801 -5.478 -2.007 0.6 0.1 -0.5
H 4.750 -4.162 -2.732 -0.2 -0.4 0.1
H 2.612 -5.145 -0.325 -0.6 0.2 0.1
H 1.680 -3.655 -0.266 0.0 0.0 0.5
C 3.778 2.121 3.361 -3.6 0.8 0.1
O 3.178 1.118 3.687 -0.2 -1.8 0.5
N 5.033 2.338 3.337 4.9 -0.2 -0.1
N 3.077 3.214 3.011 -1.3 1.0 -0.7
H 5.349 3.241 3.012 0.5 -0.5 0.3
H 5.674 1.602 3.599 0.1 0.3 -0.1
H 3.535 4.081 2.767 -0.6 -0.1 0.2
H 2.078 3.124 3.127 0.2 0.5 -0.2
C 4.270 2.752 -1.838 0.2 1.3 -0.5
O 3.803 1.630 -1.864 -0.2 -4.2 1.2
N 3.540 3.740 -2.235 -1.8 2.7 -1.1
N 5.487 3.100 -1.483 1.8 -0.9 0.9
H 2.647 3.556 -2.670 -0.4 0.0 0.1
H 3.934 4.664 -2.341 -0.2 -0.2 0.0
H 6.034 2.355 -1.075 0.4 0.6 0.0
H 5.726 4.081 -1.437 0.4 -0.5 0.2
C -5.051 1.943 -0.239 -0.4 0.5 -1.6
C -5.032 0.518 0.261 0.4 0.9 1.9
C -3.690 0.217 0.904 0.8 -0.3 -1.3
O -5.980 0.492 1.289 -1.1 -0.2 0.6
H -5.758 2.028 -1.065 -0.1 0.1 -0.1
H -4.104 2.289 -0.651 0.3 -0.2 0.0
H -5.369 2.695 0.484 0.1 -0.5 0.4
H -5.318 -0.256 -0.451 0.4 0.3 -0.6
H -3.011 0.254 0.052 0.5 -0.4 -0.1
H -3.658 -0.775 1.356 0.0 0.0 0.1
H -3.288 0.972 1.579 -0.6 0.1 0.3
H -5.914 -0.382 1.680 -0.3 -0.1 0.4
C -0.206 6.422 4.410 0.1 0.3 1.3
C 0.188 4.977 4.281 1.6 0.6 -0.6
C 1.084 4.449 5.418 -0.3 0.2 -0.4
O -0.913 4.137 4.116 -0.9 -0.6 -0.5
H -0.556 6.545 5.435 -0.7 0.4 0.0
H -0.928 6.712 3.646 -0.1 0.0 0.2
H 0.656 7.087 4.364 0.1 -0.1 -0.3
H 0.676 5.036 3.308 0.5 -1.0 -0.2
H 2.083 4.881 5.469 -0.2 0.4 0.0
H 1.246 3.373 5.355 -0.2 -0.1 -0.1
H 0.548 4.651 6.345 0.2 0.0 0.2
H -1.452 4.190 4.908 -0.2 -0.1 0.2
C -1.518 -3.313 1.387 -0.2 0.1 1.1
C -0.225 -2.862 2.085 -0.2 -0.6 0.0
C 0.529 -4.017 2.673 -0.5 -0.5 1.0
O 0.644 -2.289 1.152 1.3 0.3 -1.5
H -2.093 -2.400 1.230 -0.3 -0.3 -0.5
H -2.103 -3.989 2.011 -0.1 0.4 0.4
H -1.379 -3.933 0.502 0.5 0.5 -0.4
H -0.384 -2.084 2.832 -0.6 -0.2 0.4
H 0.655 -4.779 1.904 0.3 -0.1 0.1
H -0.056 -4.451 3.484 -0.2 -0.2 -0.1
H 1.452 -3.749 3.185 0.2 0.1 -0.6
H 0.247 -1.520 0.736 -0.1 0.2 0.1
C 0.030 -7.254 -0.444 -1.3 1.8 1.1
C -1.028 -7.039 -1.553 2.1 -0.1 0.4
C -0.555 -5.912 -2.496 0.4 0.3 0.1
O -1.014 -8.293 -2.161 -0.9 -0.8 -1.8
H 1.066 -7.261 -0.782 -0.2 -0.1 -0.3
H -0.182 -8.127 0.173 0.0 -0.2 -0.3
H -0.146 -6.412 0.226 0.6 0.3 0.5
H -2.036 -6.855 -1.182 0.1 0.4 0.3
H -1.235 -5.588 -3.284 -0.2 -0.4 0.0
H 0.418 -6.115 -2.942 0.0 -0.8 -0.3
H -0.267 -5.005 -1.965 -0.6 0.1 0.7
H -1.614 -8.819 -1.627 0.0 -0.5 -0.3
```
Positions in Å, forces in eV/Å.

3.
The following is a DFT calculation (ωB97M-V/def2-TZVPD) of a cluster of 13 separate species, C26H78O13S13 in total in a non-equilibrium geometry.

Properties
Energy (Eh): -7191.52327
Frontier orbital gap (Ha): 0.3128
HOMO (eV): -8.28
Lowest unoccupied orbital energy (eV): 0.236

```
130
Properties=species:S:1:pos:R:3:forces:R:3
C 1.474 4.796 2.731 0.0 -0.8 -1.1
S 1.209 3.358 1.501 -1.5 1.8 1.0
O -0.323 3.383 1.402 1.3 -0.7 0.0
C 1.670 4.147 -0.058 0.8 1.0 1.3
H 0.805 5.640 2.446 0.5 -0.7 0.1
H 2.528 5.042 2.762 0.2 0.4 -0.3
H 1.277 4.387 3.716 -0.4 -0.2 0.0
H 1.200 3.558 -0.800 -0.3 -0.6 -0.9
H 2.746 4.283 -0.226 -0.3 -0.4 0.1
H 1.222 5.126 0.005 -0.4 0.3 -0.2
C 5.717 -3.950 -1.232 -0.4 0.6 1.3
S 4.055 -4.025 -0.429 0.4 -0.5 -0.1
O 4.274 -3.987 1.050 0.1 -0.1 -0.1
C 3.521 -2.386 -0.887 0.9 -0.4 1.0
H 6.242 -4.874 -1.010 0.0 0.0 0.0
H 6.247 -3.080 -0.812 -0.1 -0.4 0.0
H 5.598 -3.812 -2.283 -0.2 0.0 -0.8
H 4.171 -1.705 -0.326 -0.1 0.1 -0.6
H 2.523 -2.242 -0.528 -0.7 0.0 0.1
H 3.565 -2.370 -1.952 0.1 0.6 -0.8
C 2.433 1.322 -3.964 -0.3 0.2 1.2
S 3.241 2.676 -3.041 -0.5 0.7 -0.8
O 4.405 2.042 -2.348 0.0 0.0 -0.3
C 3.970 3.556 -4.520 -0.9 -1.4 0.4
H 1.695 1.709 -4.690 0.7 -0.2 0.2
H 1.856 0.718 -3.189 0.9 0.6 -1.0
H 3.351 0.863 -4.347 -0.6 -0.6 -0.3
H 4.545 2.793 -5.007 0.3 -0.5 -0.4
H 4.656 4.251 -4.135 0.7 1.1 0.6
H 3.272 3.999 -5.228 -0.3 0.0 0.4
C -0.373 -3.401 -3.639 0.7 -1.1 -1.3
S -0.025 -3.077 -5.417 -0.4 -0.4 0.5
O -1.251 -2.536 -6.091 0.0 -0.2 0.4
C 0.974 -1.664 -5.123 0.9 0.0 0.9
H -1.221 -4.072 -3.649 -0.4 0.1 0.3
H -0.530 -2.462 -3.173 -0.5 0.7 0.6
H 0.493 -3.932 -3.207 -0.2 0.3 -0.2
H 1.173 -1.282 -6.088 0.5 0.6 -1.0
H 1.906 -1.968 -4.619 -0.2 0.1 -0.3
H 0.490 -0.905 -4.519 -0.4 0.0 0.2
C -2.122 1.454 -4.603 1.7 -1.0 0.7
S -0.748 2.535 -4.011 -1.0 -1.0 0.4
O -0.625 3.628 -5.000 0.2 0.6 -0.5
C -1.689 3.215 -2.596 -0.1 -1.2 -0.2
H -1.831 0.927 -5.529 0.1 0.3 0.4
H -2.893 2.145 -4.819 -1.2 0.5 0.0
H -2.297 0.698 -3.794 0.0 1.0 -0.8
H -1.991 4.198 -2.877 0.1 0.8 0.0
H -1.089 3.129 -1.712 0.5 0.5 0.4
H -2.576 2.633 -2.368 -0.2 -0.2 -0.3
C 5.870 1.259 0.044 0.9 -0.6 0.3
S 4.201 1.545 0.628 0.2 1.4 0.3
O 3.558 0.213 0.637 -0.4 -0.7 0.6
C 4.641 2.074 2.383 -0.2 -0.2 -0.9
H 6.336 2.232 -0.123 -0.1 -0.1 -0.3
H 5.861 0.636 -0.883 -0.3 0.8 0.7
H 6.467 0.737 0.822 -0.4 0.1 -0.3
H 3.739 2.284 2.981 0.1 -0.3 -0.4
H 5.205 3.026 2.319 0.0 -0.7 0.0
H 5.206 1.235 2.795 0.1 0.3 0.2
C -1.804 -3.714 3.711 0.2 -0.2 1.6
S -2.713 -2.206 4.299 -0.4 -1.6 -0.9
O -2.164 -1.082 3.487 0.0 0.0 -0.1
C -4.282 -2.700 3.455 -0.3 -0.3 0.2
H -2.167 -4.678 4.182 0.3 1.3 -0.3
H -0.760 -3.503 4.005 -0.4 -0.3 -0.1
H -1.881 -3.808 2.648 -0.1 0.2 -0.7
H -4.597 -3.779 3.624 0.7 1.3 -0.2
H -4.093 -2.475 2.390 -0.1 -0.3 0.4
H -5.091 -2.051 3.818 0.3 -0.1 -0.1
C 2.754 0.338 6.042 0.5 0.5 1.2
S 1.499 1.498 5.449 -0.1 -1.4 -1.2
O 2.204 2.757 5.088 0.2 0.3 -0.3
C 1.120 0.559 3.867 1.1 -0.7 0.9
H 2.953 0.718 7.073 0.0 -0.3 -0.7
H 3.725 0.373 5.491 -1.0 0.1 0.1
H 2.335 -0.676 6.138 0.1 0.5 -0.3
H 2.073 0.279 3.348 -0.8 0.9 0.2
H 0.389 1.083 3.268 0.1 0.3 -0.2
H 0.698 -0.413 4.160 -0.1 0.3 0.2
C -2.401 2.173 3.825 0.3 0.0 -0.4
S -3.132 2.762 2.267 -0.6 1.8 0.1
O -4.654 2.655 2.335 1.5 -0.2 0.5
C -2.840 4.596 2.568 0.2 -0.2 -0.7
H -1.420 2.668 4.056 -1.0 -0.4 -0.4
H -2.295 1.081 3.724 0.0 0.4 0.3
H -3.178 2.446 4.525 0.0 -0.1 0.6
H -3.466 5.005 3.368 -0.2 -0.6 -0.1
H -3.133 5.058 1.600 0.2 -0.2 0.7
H -1.791 4.847 2.802 -0.4 -0.5 -0.4
C -4.442 -3.557 -5.387 -0.4 1.1 1.2
S -4.640 -2.711 -3.693 1.5 -1.3 0.1
O -3.590 -3.379 -2.797 -1.1 0.4 -0.6
C -3.841 -1.159 -4.122 -0.1 -1.3 -0.8
H -4.805 -4.579 -5.303 -0.5 0.2 0.1
H -3.363 -3.654 -5.522 -0.1 0.6 -0.5
H -5.033 -2.909 -6.093 0.9 -0.9 0.4
H -3.876 -0.486 -3.286 -0.1 0.0 0.3
H -4.392 -0.776 -4.959 -0.3 0.6 -0.4
H -2.849 -1.456 -4.475 0.0 0.3 0.2
C 3.429 -2.022 3.431 -0.2 -0.5 1.3
S 2.954 -3.100 4.982 0.6 0.1 -2.8
O 1.687 -2.496 5.462 -0.8 -0.2 0.2
C 2.563 -4.668 4.019 -0.9 1.4 -0.6
H 4.021 -2.586 2.723 0.3 -0.2 0.1
H 3.964 -1.149 3.833 -0.2 -0.4 -0.2
H 2.514 -1.700 2.922 0.0 -0.3 0.4
H 3.370 -5.338 4.162 0.8 -0.7 0.2
H 2.393 -4.512 2.931 0.4 0.2 0.7
H 1.643 -5.079 4.417 -0.1 0.0 0.4
C -5.626 0.468 0.574 1.9 0.7 -0.2
S -6.622 0.639 -0.886 -1.8 0.0 1.4
O -5.863 0.053 -2.000 0.6 -0.6 -0.7
C -7.961 -0.584 -0.335 0.5 0.9 -1.3
H -4.773 1.205 0.456 -1.1 -0.7 0.1
H -5.140 -0.513 0.599 -0.5 -0.1 0.0
H -6.122 0.735 1.504 -0.2 0.0 -0.1
H -8.434 -0.213 0.569 0.3 0.0 0.3
H -7.458 -1.554 -0.236 -0.5 0.2 0.0
H -8.746 -0.524 -1.122 0.7 -0.5 0.4
C -2.422 -0.357 -0.405 0.4 0.1 0.1
S -0.778 -0.779 -0.948 -0.4 -2.6 -2.3
O -0.460 -0.077 -2.262 -0.3 0.3 1.1
C 0.114 -0.125 0.365 1.3 2.1 -0.3
H -2.299 0.683 -0.222 -0.5 1.1 0.6
H -2.682 -0.927 0.494 0.2 0.2 -0.1
H -3.167 -0.480 -1.171 -0.1 -0.4 -0.4
H -0.092 0.960 0.407 0.0 -0.2 0.3
H 1.207 -0.232 0.135 -0.9 -0.2 0.6
H -0.277 -0.595 1.251 0.3 -0.3 0.6
```
Positions in Å, forces in eV/Å.

Look up the energy of the first one. -3039.90069 Eh